C3H7NO3 | ωB97M-V/def2-TZVPD

For the energy relative to the best compared isomer or geometry (same formula, charge and spin), the calculation gives 52.3 kcal/mol. The value obtained for the molar mass is 105.09 Da. As for the structure (SMILES): NC[C@@H](O)C(=O)O. For the LUMO energy, the calculation gives 0.48 eV. The calculation puts the frontier orbital gap at 10.35 eV. The value obtained for the calculated total energy is -398.9543 Eh.

Structure (XYZ):
```
14
Properties=species:S:1:pos:R:3:mulliken_charge:R:1
N 2.49 0.98 0.45 -0.66
C 1.00 1.09 0.03 -0.57
C 0.33 -0.36 -0.01 0.10
O 0.03 -0.74 1.33 -0.63
C -1.04 -0.33 -0.71 0.42
O -1.30 0.42 -1.57 -0.52
O -1.92 -1.05 -0.06 -0.51
H 2.98 0.27 -0.15 0.27
H 2.59 0.54 1.41 0.28
H 0.93 1.53 -0.91 0.37
H 0.39 1.54 0.92 0.32
H 0.97 -1.09 -0.38 0.34
H -0.14 0.15 1.84 0.36
H -1.39 -1.27 0.72 0.44
```